[1]
The following is a DFT calculation (wB97M-V/def2-TZVPD) of 2 unconnected molecules or ions with the total composition C3H10N2S.

The structure (SMILES) is [H]/N=C/N.CSC. The largest force on an atom comes out at 6.98 eV/A. The calculation puts the lowest unoccupied orbital energy at 0.9993 eV. The orbital gap comes out at 9.05 eV.

```
! wB97M-V def2-TZVPD RIJCOSX def2/J DEFGRID3
* xyz 0 1
C -1.797 0.940 -1.547
S -1.414 -0.138 -0.277
C -1.581 0.631 1.322
H -2.354 1.822 -1.223
H -0.811 1.276 -1.996
H -2.471 0.366 -2.254
H -2.360 0.144 1.872
H -1.694 1.651 1.030
H -0.706 0.696 2.004
N 1.588 -1.618 0.400
C 2.549 -0.583 0.002
N 2.435 0.732 0.254
H 1.972 -2.426 0.913
H 0.914 -1.099 0.985
H 3.670 -1.125 -0.441
H 3.285 1.176 0.307
*
```

natural (NBO) population analysis, charges in e, atoms 1 to 8: -0.795, 0.200, -0.761, 0.225, 0.228, 0.240, 0.219, 0.226

=====

[2]
The following is a DFT calculation (wB97M-V/def2-TZVPD) of 2 unconnected molecules or ions with the total composition C7H7N3O3.

The structure (SMILES) is COC(=O)c1ccccn1.N#[N+][O-]. The largest force on an atom comes out at 5.68 eV/A. The calculation puts the lowest unoccupied orbital energy at 0.0147 eV. The orbital gap comes out at 9.91 eV.

```
! wB97M-V def2-TZVPD RIJCOSX def2/J DEFGRID3
* xyz 0 1
C -1.267 -0.719 -1.950
C 0.102 -0.879 -2.228
C -1.603 -0.138 -0.790
C 0.998 -0.330 -1.322
C -0.684 0.365 0.135
C -1.166 1.385 1.185
C 0.747 1.064 2.719
N 0.614 0.294 -0.222
N -1.694 3.454 -1.412
N -2.798 3.503 -1.280
O -2.250 1.883 1.065
O -3.893 3.370 -0.952
O -0.419 1.672 2.293
H -2.040 -1.002 -2.564
H 0.484 -1.396 -3.182
H -2.717 0.172 -0.510
H 1.985 -0.362 -1.504
H 0.613 0.019 2.772
H 1.016 1.405 3.714
H 1.527 1.335 1.986
*
```

natural (NBO) population analysis, charges in e, atoms 1 to 8: -0.204, -0.206, -0.190, 0.018, 0.051, 0.787, -0.245, -0.401

=====

The highest lowest unoccupied orbital energy belongs to which entry? C3H10N2S

=====

lowest unoccupied orbital energy of number 1 (C3H10N2S)? 0.9993 eV